Arrangement w

{"formula": "CH4NOP", "method": "the ωB97M-V functional and the def2-TZVPD basis", "homo_energy_ev": -9.25, "smiles": "NPC=O", "species": ["C", "N", "O", "P", "H", "H", "H", "H"], "xyz": [[-1.276, -0.095, 0.284], [1.415, 0.033, -0.023], [-2.378, -0.041, -0.180], [0.125, 1.075, -0.240], [-0.210, 0.753, -1.509], [1.223, -0.963, 0.025], [2.119, 0.206, 0.624], [-1.018, -0.968, 1.020]], "mulliken_charge": [0.023, -0.500, -0.412, 0.092, 0.044, 0.249, 0.238, 0.266]}

Arrangement x

{"formula": "CH4NOP", "method": "the ωB97M-V functional and the def2-TZVPD basis", "homo_energy_ev": -8.85, "smiles": "NC(=O)P", "species": ["C", "N", "O", "P", "H", "H", "H", "H"], "xyz": [[-0.881, -0.152, 0.158], [-0.235, -1.294, 0.439], [-2.318, -0.128, -0.489], [-0.262, 1.541, 0.285], [-0.858, -2.172, 0.427], [0.598, -1.527, 1.063], [0.228, 1.618, -0.959], [-1.452, 2.170, -0.046]], "mulliken_charge": [0.398, -0.402, -0.585, -0.136, 0.294, 0.282, 0.056, 0.092]}

Relative energy of each structure, in hartree: arrangement w 0.0000; arrangement x 0.0840.

Arrangement w

{"formula": "CH4NOP", "method": "the ωB97M-V functional and the def2-TZVPD basis", "homo_energy_ev": -9.33, "smiles": "NPC=O", "species": ["C", "N", "O", "P", "H", "H", "H", "H"], "xyz": [[-1.580, 0.672, 0.940], [0.641, -0.058, -0.091], [-2.646, 0.255, 1.244], [-0.847, 0.613, -0.719], [-1.412, -0.598, -0.852], [0.556, -0.535, 0.736], [1.113, -0.395, -0.894], [-1.027, 1.138, 1.715]], "mulliken_charge": [-0.047, -0.535, -0.423, 0.068, 0.039, 0.246, 0.233, 0.419]}

Arrangement x

{"formula": "CH4NOP", "method": "the ωB97M-V functional and the def2-TZVPD basis", "homo_energy_ev": -8.66, "species": ["C", "N", "O", "P", "H", "H", "H", "H"], "xyz": [[-1.308, -0.516, 0.155], [1.262, 0.717, -0.369], [-1.444, 0.610, -0.174], [1.062, -0.955, -0.152], [1.309, -1.088, 1.284], [0.410, 1.050, 0.070], [1.087, 1.088, -1.382], [-2.378, -0.907, 0.569]], "mulliken_charge": [-0.095, -0.616, -0.404, 0.124, 0.072, 0.351, 0.303, 0.265]}

Relative energy of each structure, in hartree: arrangement w 0.0000; arrangement x 0.0432.

Arrangement w

{"formula": "C4H5ClO", "method": "the ωB97M-V functional and the def2-TZVPD basis", "homo_energy_ev": -10.08, "smiles": "C=CC(=O)CCl", "species": ["C", "C", "C", "C", "H", "H", "H", "H", "H", "O", "Cl"], "xyz": [[-1.527, 0.827, 0.286], [-0.079, 0.581, -0.159], [0.567, -0.727, 0.031], [1.862, -0.908, -0.214], [-1.845, 1.761, -0.172], [-1.606, 0.903, 1.364], [-0.073, -1.489, 0.467], [2.458, -0.079, -0.639], [2.330, -1.916, -0.120], [0.573, 1.523, -0.472], [-2.660, -0.476, -0.372]], "mulliken_charge": [-0.422, 0.684, -0.341, -0.608, 0.307, 0.296, 0.276, 0.258, 0.258, -0.511, -0.197]}

Arrangement x

{"formula": "C4H5ClO", "method": "the ωB97M-V functional and the def2-TZVPD basis", "homo_energy_ev": -8.66, "species": ["C", "C", "C", "C", "O", "Cl", "H", "H", "H", "H", "H"], "xyz": [[-0.361, 1.286, -0.164], [0.435, 2.094, 0.551], [-1.044, -0.041, -0.061], [-0.420, -1.347, -0.514], [-0.912, 1.291, -1.338], [-2.651, -0.059, 0.332], [0.903, 3.010, 0.349], [0.450, 1.738, 1.703], [-0.458, -1.546, -1.566], [-1.023, -2.301, -0.145], [0.573, -1.594, -0.314]], "mulliken_charge": [0.440, -0.783, 0.605, -1.119, -0.504, -0.118, 0.342, 0.141, 0.338, 0.290, 0.367]}

Relative energy of each structure, in hartree: arrangement w 0.0000; arrangement x 0.0955.

Arrangement w

{"formula": "C8H16N2S", "method": "the ωB97M-V functional and the def2-TZVPD basis", "homo_energy_ev": -8.36, "smiles": "CN(C)CCCCCSC#N", "species": ["C", "C", "C", "C", "C", "C", "C", "C", "H", "H", "H", "H", "H", "H", "H", "H", "H", "H", "H", "H", "H", "H", "H", "H", "N", "N", "S"], "xyz": [[-2.566, -1.167, -1.223], [-2.832, -1.206, 1.164], [-2.645, 0.946, -0.048], [-1.165, 1.313, -0.219], [-0.233, 0.805, 0.868], [1.169, 1.457, 0.837], [1.916, 1.305, -0.489], [2.982, -1.045, 0.279], [-3.081, -2.124, -1.283], [-1.491, -1.364, -1.242], [-2.798, -0.596, -2.133], [-1.778, -1.479, 1.382], [-3.417, -2.115, 1.129], [-3.204, -0.619, 1.993], [-3.022, 1.369, 0.897], [-3.220, 1.460, -0.839], [-1.083, 2.423, -0.251], [-0.851, 0.971, -1.197], [-0.103, -0.287, 0.789], [-0.646, 0.982, 1.849], [1.788, 1.038, 1.646], [1.083, 2.527, 1.035], [2.904, 1.765, -0.437], [1.384, 1.777, -1.313], [-3.027, -0.457, -0.061], [3.532, -1.477, 1.200], [2.140, -0.415, -1.063]], "mulliken_charge": [-0.891, -0.894, -1.363, -0.165, -0.140, -1.008, -0.766, 0.387, 0.329, 0.258, 0.280, 0.250, 0.347, 0.302, 0.458, 0.324, 0.334, 0.260, 0.034, 0.436, 0.376, 0.396, 0.489, 0.382, 0.139, -0.437, -0.117]}

Arrangement x

{"formula": "C8H16N2S", "method": "the ωB97M-V functional and the def2-TZVPD basis", "homo_energy_ev": -7.73, "species": ["C", "C", "C", "C", "C", "C", "C", "C", "N", "N", "S", "H", "H", "H", "H", "H", "H", "H", "H", "H", "H", "H", "H", "H", "H", "H", "H"], "xyz": [[0.106, 0.522, 2.483], [1.167, 1.860, -1.662], [1.621, -1.891, -1.017], [-2.168, 0.260, 1.290], [-2.173, 1.486, 0.483], [-0.647, -0.179, 1.325], [-1.120, 1.209, -0.568], [2.042, -3.088, -1.857], [2.218, -0.759, -1.022], [-0.096, 0.353, 0.003], [1.502, 0.836, -0.368], [0.703, 1.292, 2.033], [0.641, -0.157, 3.149], [0.798, 1.598, -2.628], [2.060, 2.488, -1.722], [0.722, -2.100, -0.416], [-2.408, 0.506, 2.400], [-2.971, -0.416, 0.837], [-3.224, 1.911, 0.164], [-1.777, 2.229, 1.156], [-0.624, 1.049, 3.149], [-0.626, -1.363, 1.177], [-1.535, 0.712, -1.392], [-0.598, 2.066, -1.003], [1.363, -3.496, -2.598], [1.976, -4.002, -1.196], [3.049, -2.925, -2.198]], "mulliken_charge": [-1.577, -0.953, 0.536, -0.908, -0.452, 0.620, -0.697, -1.089, -0.532, -0.036, 0.132, 0.391, 0.306, 0.332, 0.312, 0.131, 0.298, 0.307, 0.331, 0.223, 0.403, 0.314, 0.275, 0.448, 0.311, 0.282, 0.290]}

Relative energy of each structure, in hartree: arrangement w 0.0000; arrangement x 0.1628.

Arrangement w

{"formula": "C4H13N2OP", "method": "the ωB97M-V functional and the def2-TZVPD basis", "homo_energy_ev": -8.49, "smiles": "CCP(NC)NCO", "species": ["C", "C", "C", "C", "N", "N", "O", "P", "H", "H", "H", "H", "H", "H", "H", "H", "H", "H", "H", "H", "H"], "xyz": [[0.654, 1.391, 2.466], [1.246, -2.046, 0.191], [-1.087, 0.230, -2.688], [-0.323, 1.471, 1.223], [0.310, -1.045, 0.473], [-1.044, 0.600, -1.282], [0.684, -2.844, -0.878], [0.370, 0.533, -0.245], [0.765, 0.303, 2.622], [1.685, 1.983, 2.172], [0.155, 1.983, 3.305], [0.168, -2.312, -1.442], [2.203, -1.550, -0.321], [1.712, -2.638, 1.052], [-0.056, 0.173, -3.192], [-1.535, -0.809, -2.800], [-1.875, 1.036, -3.180], [-0.439, 2.531, 0.981], [-1.207, 1.129, 1.582], [-0.536, -1.300, 0.916], [-1.849, 1.181, -0.956]], "mulliken_charge": [-0.981, -0.272, -0.760, -0.900, -0.280, -0.205, -0.539, 0.081, 0.317, 0.235, 0.317, 0.277, 0.236, 0.269, 0.279, 0.226, 0.244, 0.415, 0.537, 0.258, 0.244]}

Arrangement x

{"formula": "C4H13N2OP", "method": "the ωB97M-V functional and the def2-TZVPD basis", "homo_energy_ev": [-6.50, -7.69], "species": ["C", "C", "C", "C", "N", "N", "O", "P", "H", "H", "H", "H", "H", "H", "H", "H", "H", "H", "H", "H", "H"], "xyz": [[-0.156, 1.924, 0.079], [-0.018, -1.735, -1.085], [-1.125, 1.078, 0.871], [-1.070, -1.223, -0.070], [0.392, -0.470, 1.705], [-0.631, -0.294, 0.965], [2.805, 0.529, -1.212], [3.209, -0.076, 0.235], [0.067, 1.446, -0.851], [-0.492, 3.003, -0.007], [0.712, 2.063, 0.644], [0.673, -2.290, -0.481], [-0.605, -2.550, -1.564], [0.317, -0.787, -1.528], [-1.259, 1.504, 1.906], [-2.116, 0.974, 0.507], [-1.951, -0.752, -0.581], [-1.476, -2.032, 0.484], [0.968, -1.315, 1.495], [3.150, -0.027, -1.940], [4.009, 1.000, 0.683]], "mulliken_charge": [-0.866, -0.823, -0.577, -0.710, -1.040, 0.775, -0.468, 0.088, 0.230, 0.332, 0.255, 0.299, 0.345, 0.170, 0.300, 0.358, 0.281, 0.475, 0.227, 0.351, -0.002]}

Relative energy of each structure, in hartree: arrangement w 0.0000; arrangement x 0.0972.